Entry 1:
DFT (ωB97M-V with the def2-TZVPD basis set) results for a molecular structure, C22H36IN6O5P2Re at a distorted geometry.

XYZ file:
```
73
Properties=species:S:1:pos:R:3:lowdin_charge:R:1
Re 0.270 0.181 -0.782 1.364
C 2.703 3.878 -2.369 0.018
C 1.543 4.211 -1.509 -0.213
N 1.341 5.436 -1.136 0.170
C 0.368 5.824 -0.340 -0.004
C -0.514 4.915 0.238 -0.080
C -1.536 5.454 1.217 -0.172
O -2.780 4.804 1.147 -0.055
C -0.380 3.553 -0.123 -0.017
C -1.330 2.584 0.310 0.019
N -1.317 1.296 0.109 -0.070
C -2.530 0.612 0.381 -0.331
C -3.294 0.886 1.517 0.003
C -4.562 0.351 1.664 -0.011
C -5.103 -0.452 0.671 -0.015
C -4.351 -0.779 -0.451 -0.092
C -3.076 -0.262 -0.566 -0.500
I -1.828 -0.707 -2.270 1.263
C 0.640 3.171 -1.062 -0.217
O 0.763 1.977 -1.498 -0.163
H 3.492 4.612 -2.226 0.107
H 2.412 3.914 -3.420 0.113
H 3.072 2.878 -2.156 0.070
H 0.289 6.888 -0.176 0.146
H -1.632 6.531 1.062 0.143
H -1.122 5.309 2.230 0.151
H -3.496 5.446 1.076 0.127
H -2.208 3.030 0.781 0.129
H -2.886 1.533 2.278 0.134
H -5.140 0.588 2.544 0.133
H -6.112 -0.823 0.762 0.134
H -4.765 -1.406 -1.227 0.121
C 2.542 -0.441 -3.019 -0.077
N 3.183 -1.250 -1.991 -0.297
C 3.896 -2.424 -2.478 -0.057
P 3.252 -0.821 -0.416 0.540
O 2.311 0.272 -0.015 -0.340
O 2.818 -2.179 0.414 -0.252
P 1.320 -2.656 0.736 0.558
O 0.302 -1.848 -0.006 -0.448
N 1.319 -4.222 0.185 -0.294
C 2.403 -5.122 0.520 -0.077
C 0.038 -4.858 -0.045 -0.073
N 1.171 -2.424 2.373 -0.293
C 2.084 -3.074 3.294 -0.071
C -0.100 -2.050 2.959 -0.077
N 4.786 -0.634 0.145 -0.290
C 4.957 -0.289 1.546 -0.064
C 5.912 -0.297 -0.703 -0.058
H 3.240 -0.252 -3.840 0.116
H 2.239 0.524 -2.612 0.044
H 1.670 -0.960 -3.435 0.090
H 4.600 -2.148 -3.264 0.106
H 3.193 -3.149 -2.894 0.106
H 4.439 -2.887 -1.659 0.092
H 3.354 -4.594 0.454 0.082
H 2.403 -5.948 -0.194 0.107
H 2.297 -5.546 1.524 0.098
H -0.703 -4.102 -0.296 0.072
H -0.305 -5.421 0.826 0.103
H 0.128 -5.554 -0.881 0.105
H 1.591 -3.894 3.823 0.106
H 2.417 -2.349 4.041 0.104
H 2.958 -3.452 2.768 0.080
H -0.768 -1.676 2.186 0.063
H 0.067 -1.266 3.701 0.101
H -0.568 -2.897 3.468 0.103
H 4.010 -0.401 2.071 0.079
H 5.307 0.742 1.654 0.106
H 5.702 -0.951 1.993 0.109
H 5.710 -0.569 -1.734 0.075
H 6.789 -0.848 -0.354 0.111
H 6.144 0.770 -0.644 0.102
```

Values from the calculation:
Energy relative to the best compared isomer or geometry (same formula, charge and spin), kcal/mol: 40.0
Electronic energy, Eh: -2622.49041
HOMO energy (alpha / beta), eV: -16.752 / -16.740
Charge: +3
2S+1: 2
Orbital gap (alpha / beta), eV: 5.19 / 5.07
Lowest unoccupied orbital energy (alpha / beta), eV: -11.6 / -11.7

---

Entry 2:
DFT (ωB97M-V with the def2-TZVPD basis set) results for a molecular structure, C22H36MoO2P2 at a distorted geometry.

XYZ file:
```
63
Properties=species:S:1:pos:R:3:lowdin_charge:R:1
P -0.330 -1.896 -2.828 0.942
P -0.082 1.836 -3.049 0.846
C -0.727 -0.623 -4.103 -0.286
C 0.250 0.546 -4.254 -0.357
H -1.781 -0.316 -3.938 0.104
H -0.752 -1.222 -5.041 0.123
H 1.303 0.225 -4.219 0.087
H 0.104 1.005 -5.239 0.109
C -1.536 2.665 -3.631 -0.201
H -1.884 3.402 -2.901 0.075
H -2.341 1.977 -3.919 0.064
H -1.269 3.222 -4.541 0.074
C 1.293 2.945 -3.058 -0.205
H 1.122 3.701 -3.831 0.066
H 2.249 2.448 -3.284 0.077
H 1.362 3.491 -2.111 0.049
C -1.338 -3.261 -3.319 -0.165
H -1.306 -4.055 -2.559 0.084
H -0.901 -3.666 -4.245 0.085
H -2.369 -2.939 -3.530 0.090
C 1.347 -2.404 -3.244 -0.139
H 2.035 -1.576 -3.479 0.075
H 1.267 -2.982 -4.177 0.088
H 1.764 -3.067 -2.476 0.081
Mo -0.700 -1.510 1.237 1.437
C 0.538 2.539 -0.005 -0.085
C -0.795 2.320 -0.155 -0.111
C -1.347 1.078 -0.873 -0.242
C -1.828 -0.433 -0.597 -0.181
C -0.623 -1.480 -1.076 -0.476
C 0.814 -1.182 -0.500 -0.240
C 1.470 0.083 -0.952 -0.244
C 1.604 1.368 -0.040 -0.121
C 0.792 -2.464 2.469 -0.160
H 0.882 3.408 0.648 0.147
H -1.475 2.778 0.590 0.130
H -0.528 0.863 -1.708 -0.032
H -2.279 1.439 -1.331 0.102
H -2.291 -0.707 0.376 0.042
H -2.621 -0.722 -1.334 0.129
H -0.931 -2.514 -0.770 0.091
H 1.529 -2.033 -0.616 0.101
H 1.057 0.292 -1.936 0.016
H 2.508 -0.205 -1.135 0.125
H 1.714 1.016 1.039 0.112
H 2.580 1.805 -0.381 0.118
H 1.414 -1.512 2.578 0.040
H 1.112 -3.331 1.835 0.029
H -0.166 -2.512 3.146 0.058
O -1.096 -0.133 3.290 -0.108
C -0.048 0.420 3.785 -0.610
O 0.920 0.969 3.220 0.011
C -0.008 0.355 5.316 -0.146
C 1.222 0.175 5.986 -0.024
C 1.253 -0.141 7.350 -0.064
C 0.049 -0.209 8.066 -0.066
C -1.166 0.097 7.432 -0.065
C -1.192 0.367 6.061 -0.038
H 2.144 0.289 5.414 0.114
H 2.201 -0.306 7.861 0.110
H 0.046 -0.437 9.135 0.112
H -2.105 0.127 7.994 0.112
H -2.127 0.588 5.554 0.112
```

Values from the calculation:
Energy relative to the best compared isomer or geometry (same formula, charge and spin), kcal/mol: 0.0
Electronic energy, Eh: -1760.28395
HOMO energy (alpha / beta), eV: -12.780 / -12.661
Charge: +2
2S+1: 3
Orbital gap (alpha / beta), eV: 4.35 / 4.29
Lowest unoccupied orbital energy (alpha / beta), eV: -8.4 / -8.4

---

Entry 3:
DFT (ωB97M-V with the def2-TZVPD basis set) results for a molecular structure, C22H36N11O6P3W at a distorted geometry.

XYZ file:
```
79
Properties=species:S:1:pos:R:3:lowdin_charge:R:1
W 1.108 -0.053 0.165 1.625
N -0.117 1.859 -3.571 0.187
C 0.469 1.637 -2.424 -0.078
N 0.512 0.429 -1.862 -0.024
C -0.019 -0.665 -2.561 -0.299
N 0.199 -1.853 -2.106 0.105
N 1.074 -1.761 -1.017 -0.180
C 1.933 -2.711 -0.897 0.025
C 2.958 -2.472 0.095 -0.245
C 4.003 -3.325 0.361 0.055
C 4.959 -2.932 1.298 0.034
C 4.814 -1.706 1.918 0.025
C 3.733 -0.894 1.595 -0.078
N 2.816 -1.264 0.696 -0.063
C -0.772 -0.435 -3.777 -0.104
C -1.419 -1.463 -4.474 0.013
C -2.076 -1.175 -5.651 -0.007
C -2.083 0.130 -6.156 0.008
C -1.441 1.155 -5.486 0.031
C -0.794 0.858 -4.298 -0.152
H -0.059 2.792 -3.962 0.193
H 0.946 2.471 -1.916 0.105
H 1.897 -3.567 -1.562 0.167
H 4.076 -4.270 -0.162 0.147
H 5.801 -3.573 1.527 0.145
H 5.533 -1.362 2.650 0.138
H 3.591 0.066 2.064 0.101
H -1.374 -2.476 -4.097 0.126
H -2.574 -1.963 -6.198 0.133
H -2.587 0.342 -7.090 0.138
H -1.437 2.162 -5.886 0.138
N 1.600 4.704 1.365 0.217
C 2.146 3.308 1.638 -0.463
C 3.075 3.322 2.851 -0.035
P 2.907 2.787 0.002 0.386
O 4.431 3.066 0.203 -0.047
O 2.216 3.631 -1.003 -0.271
O 2.701 1.263 -0.059 -0.409
P 0.762 2.122 1.849 0.365
O -0.274 2.768 2.841 -0.059
O 0.077 1.883 0.502 -0.404
O 1.290 0.755 2.255 -0.365
H 1.445 4.778 0.340 0.144
H 2.296 5.412 1.627 0.189
H 0.740 4.921 1.876 0.171
H 3.940 3.959 2.658 0.107
H 3.448 2.320 3.054 0.091
H 2.570 3.685 3.749 0.106
H 4.959 3.351 -0.559 0.139
H -0.090 2.766 3.794 0.136
C -4.335 0.439 1.152 -0.077
N -3.660 -0.600 2.070 -0.048
C -4.027 -2.014 1.553 -0.069
N -3.671 -2.139 0.184 -0.129
C -4.320 -1.118 -0.636 -0.114
N -3.938 0.227 -0.197 -0.128
C -2.541 0.546 -0.462 -0.258
P -1.426 -0.630 0.450 1.006
C -2.173 -0.396 2.120 -0.220
C -2.236 -2.226 -0.050 -0.255
H -4.055 1.425 1.518 0.153
H -5.408 0.291 1.268 0.160
H -4.031 -0.499 3.018 0.195
H -5.102 -2.114 1.697 0.160
H -3.494 -2.727 2.180 0.150
H -5.401 -1.225 -0.555 0.155
H -4.036 -1.256 -1.678 0.146
H -2.315 1.562 -0.138 0.097
H -2.354 0.485 -1.536 0.097
H -1.985 0.625 2.459 0.096
H -1.741 -1.113 2.816 0.080
H -1.805 -3.051 0.513 0.089
H -2.043 -2.398 -1.108 0.089
N -0.374 -3.069 2.780 -0.047
N 0.772 -2.211 2.546 -0.069
H -0.287 -3.860 2.151 0.081
H -0.323 -3.467 3.717 0.099
H 0.775 -1.517 3.287 0.070
H 1.624 -2.754 2.682 0.085
```

Values from the calculation:
Energy relative to the best compared isomer or geometry (same formula, charge and spin), kcal/mol: 0.0
Electronic energy, Eh: -3003.78638
HOMO energy (alpha / beta), eV: -18.643 / -18.800
Charge: +4
2S+1: 3
Orbital gap (alpha / beta), eV: 7.54 / 6.69
Lowest unoccupied orbital energy (alpha / beta), eV: -11.1 / -12.1

---

Entry 4:
DFT (ωB97M-V with the def2-TZVPD basis set) results for a molecular structure, C22H36N7O3Pt.

XYZ file:
```
69
Properties=species:S:1:pos:R:3:lowdin_charge:R:1
Pt -1.163 0.470 0.543 1.181
N -2.059 -0.586 -1.022 -0.061
C -0.918 -1.087 -1.838 -0.262
C -1.338 -1.563 -3.239 -0.134
C -0.978 -3.009 -3.587 -0.159
C 0.519 -3.328 -3.485 -0.149
N 1.354 -2.266 -4.024 0.088
C 1.780 -2.123 -5.260 -0.432
N 2.334 -0.955 -5.601 0.215
N 1.683 -3.097 -6.175 0.211
C 0.153 0.033 -1.875 -0.567
O 1.059 -0.031 -2.711 0.033
O 0.027 0.960 -1.016 -0.111
H -2.739 -1.320 -0.846 0.108
H -2.554 0.135 -1.547 0.116
H -0.464 -1.899 -1.262 0.139
H -0.902 -0.893 -3.983 0.121
H -2.421 -1.455 -3.337 0.122
H -1.328 -3.207 -4.602 0.117
H -1.513 -3.704 -2.934 0.121
H 0.742 -4.284 -3.960 0.116
H 0.818 -3.446 -2.442 0.126
H 1.335 -1.384 -3.457 0.083
H 2.344 -0.198 -4.934 0.125
H 2.676 -0.781 -6.528 0.127
H 1.369 -4.013 -5.911 0.112
H 2.132 -3.006 -7.069 0.127
C -0.444 4.571 2.400 -0.058
C 0.565 4.313 1.280 -0.367
C -0.144 4.184 -0.066 -0.064
C 1.542 3.181 1.562 -0.129
C 2.888 3.511 1.617 -0.039
C 3.861 2.556 1.860 -0.082
C 3.468 1.247 2.059 -0.049
C 2.130 0.854 2.017 -0.130
C 1.880 -0.619 2.316 -0.364
C 0.890 -0.857 3.459 -0.054
C 1.546 -1.478 1.094 -0.069
C 1.151 1.837 1.764 -0.258
O -0.184 1.597 1.818 -0.317
H -0.908 5.550 2.263 0.079
H 0.034 4.557 3.380 0.087
H -1.235 3.823 2.386 0.051
H 1.192 5.208 1.217 0.123
H -0.809 3.325 -0.077 0.042
H 0.573 4.065 -0.879 0.084
H -0.739 5.079 -0.260 0.080
H 3.175 4.546 1.470 0.111
H 4.906 2.831 1.910 0.101
H 4.219 0.495 2.269 0.109
H 2.848 -0.992 2.660 0.121
H -0.141 -0.744 3.120 0.040
H 1.054 -0.147 4.269 0.092
H 1.010 -1.865 3.859 0.079
H 0.573 -1.211 0.683 0.012
H 1.514 -2.533 1.379 0.081
H 2.296 -1.351 0.311 0.088
N -4.385 -2.695 3.428 0.138
C -3.765 -1.485 3.300 -0.361
C -2.895 -1.215 2.235 -0.065
N -2.327 -0.017 2.114 -0.138
C -2.585 0.922 3.035 -0.089
C -3.463 0.627 4.064 -0.074
N -4.056 -0.548 4.199 0.145
H -3.959 -3.505 3.012 0.100
H -4.848 -2.847 4.309 0.108
H -2.626 -1.973 1.513 0.110
H -2.060 1.857 2.940 0.093
H -3.691 1.379 4.810 0.122
```

Values from the calculation:
Energy relative to the best compared isomer or geometry (same formula, charge and spin), kcal/mol: 0.0
Electronic energy, Eh: -1588.13109
HOMO energy, eV: -9.432
Charge: +1
2S+1: 1
Orbital gap, eV: 6.95
Lowest unoccupied orbital energy, eV: -2.5